A molecular structure, C38H34ClN11OPSSc at a distorted geometry, computed with ωB97M-V/def2-TZVPD.

Each line ends with the natural charge from an NBO analysis.
Positions of all 88 atoms, in Å:
C1 2.25110 1.50290 2.37180  0.22
N1 -2.16400 -1.54490 -2.67310  -0.30
C2 4.16520 0.05830 2.85410  -0.16
H1 -2.66480 4.76720 -4.16990  0.23
H2 2.91790 1.44860 -5.26850  0.24
N2 1.06330 0.62740 -2.68630  -0.55
C3 3.22010 -5.46040 -0.06460  -0.22
H3 -3.95010 2.88670 4.09510  0.24
H4 3.17280 0.36440 -2.77290  0.23
C4 1.15100 -4.25800 -0.53840  0.14
H5 0.04780 5.51750 4.29360  0.24
H6 -1.48900 -1.91710 0.46880  0.24
H7 -2.50520 -3.36680 -1.63870  0.24
C5 -3.07310 3.96170 -3.55610  -0.42
O1 1.36800 -0.57640 0.58250  -0.86
H8 1.33570 -1.65520 -2.40280  0.22
C6 2.91710 -2.04980 1.56890  -0.21
H9 2.55340 2.06590 3.26070  0.20
C7 -1.79090 4.51140 -1.50310  -0.06
H10 4.62680 0.85790 3.41060  0.23
C8 2.48550 -6.33770 0.71020  -0.19
H11 3.87290 0.78720 -0.32700  0.24
H12 0.57440 -6.87930 1.49830  0.23
C9 2.45440 3.43290 -1.32560  0.20
C10 -1.64140 -1.62140 -0.55330  -0.03
C11 2.98220 0.30690 2.12760  -0.22
C12 0.25900 2.01350 -5.91170  -0.41
C13 2.28960 0.70350 -3.27320  -0.07
H13 4.07560 4.57610 -2.07200  0.44
H14 1.68000 4.27200 2.95720  0.23
N3 2.35870 2.23940 -0.77420  -0.56
N4 -1.43260 1.29830 1.59390  -0.50
C14 -2.49680 -1.95140 -4.01420  -0.42
C15 4.49600 2.66940 -1.27880  -0.07
N5 -2.17640 3.64390 -2.47390  -0.31
N6 -0.81090 2.54000 -1.12700  -0.60
C16 1.10940 -6.18180 0.87260  -0.20
H15 -3.21170 -1.26420 -4.46950  0.23
H16 -3.22860 3.07870 -4.17710  0.23
H17 -1.59220 -1.98820 -4.62670  0.22
H18 -0.81550 1.82740 -5.89750  0.23
H19 -0.44660 4.15930 0.20690  0.24
N7 0.63340 -3.17880 -1.19990  -0.46
H20 0.43380 3.08960 -5.95420  0.22
H21 -4.56040 0.88240 2.74190  0.24
S1 3.16850 -3.15070 -1.70720  0.39
C17 2.38590 -0.75490 1.36830  0.38
H22 4.43540 -3.27240 2.41140  0.24
H23 1.62990 4.09810 -1.50160  0.22
Cl1 6.20540 -1.46890 3.73540  0.05
H24 -2.93520 -2.94840 -3.99130  0.24
C18 4.06230 -2.26870 2.28650  -0.17
C19 0.21200 1.07370 -3.60240  0.08
N8 1.16490 1.83920 1.74230  -0.61
C20 3.64250 1.75260 -0.73920  -0.10
N9 3.72530 3.72880 -1.64850  -0.49
H25 -0.62520 -5.01020 0.37340  0.22
C21 -1.53810 4.13850 3.97130  -0.19
N10 -1.31720 -0.37450 -0.99480  -0.60
C22 -1.06280 2.33620 2.38990  0.11
C23 -3.59100 1.34630 2.65090  -0.26
C24 0.66770 3.90480 3.02580  -0.24
H26 5.55560 2.65080 -1.43900  0.24
N11 0.85160 1.45450 -4.73090  -0.32
C25 -2.16030 -2.35350 -1.58790  -0.02
H27 -2.11670 5.53200 -1.48580  0.25
C26 -0.95150 3.81740 -0.67590  -0.07
C27 0.43610 -5.14920 0.25760  -0.21
C28 -0.26690 4.61260 3.79640  -0.19
C29 -2.66020 0.83860 1.73190  0.10
H28 0.69580 1.55190 -6.79640  0.24
H29 -2.93760 0.01930 1.08150  0.21
H30 4.28750 -5.56590 -0.17570  0.23
C30 -1.57700 2.45780 -2.21500  0.12
Sc1 0.40880 0.85790 -0.15010  1.93
H31 2.98060 -7.16420 1.19380  0.23
H32 -2.22740 4.62220 4.64840  0.24
C31 1.54430 -2.52890 -1.81510  -0.10
C32 2.54640 -4.42250 -0.68860  -0.24
C33 -1.96520 2.99370 3.26530  -0.01
C34 0.30260 2.75080 2.36670  0.18
P1 -1.60420 1.07420 -3.42410  0.79
C35 2.17520 1.22720 -4.53090  -0.07
H33 2.38860 -2.88030 1.13180  0.23
C36 -3.25550 2.44160 3.39920  -0.10
C37 4.72560 -1.19620 2.89610  -0.07
H34 -4.03050 4.29290 -3.15470  0.24
C38 -1.66040 -0.34860 -2.28490  0.08

Cartesian forces, eV/Å:
C -0.58 0.30 -0.01
N 0.18 0.46 0.58
C -0.05 -0.22 0.03
H 0.04 -0.12 0.06
H 0.14 0.00 -0.23
N -0.51 0.08 0.01
C 0.08 -0.06 0.09
H -0.12 0.03 0.06
H 0.21 -0.01 0.03
C 0.91 -0.52 0.15
H 0.02 0.04 0.08
H 0.15 -0.10 0.02
H 0.03 -0.16 0.01
C -0.48 0.22 -0.52
O -0.15 -0.39 -0.13
H 0.03 0.20 -0.12
C -0.43 0.44 -0.34
H -0.10 0.03 -0.13
C 0.34 0.11 0.42
H 0.05 0.17 0.09
C 0.18 0.03 -0.07
H 0.07 -0.07 -0.01
H -0.08 -0.06 0.02
C -0.51 0.08 -0.01
C -0.45 -0.24 -0.04
C -0.04 -0.90 -0.62
C -0.24 0.34 -0.61
C 0.18 0.05 -0.33
H -0.22 -0.06 0.08
H 0.18 -0.03 0.02
N -0.20 0.11 0.00
N 0.18 -0.25 -0.14
C -0.14 -0.14 -0.73
C 0.19 -0.51 0.18
N 0.35 -0.44 0.38
N -0.36 0.23 -0.46
C -0.12 0.04 0.04
H 0.05 -0.04 0.08
H -0.02 0.16 0.09
H -0.11 -0.02 0.04
H 0.12 0.01 -0.10
H 0.03 0.13 0.17
N -0.46 0.19 -0.19
H -0.03 -0.04 -0.02
H -0.06 -0.04 -0.04
S -0.30 -0.18 0.16
C 1.64 -0.44 1.44
H 0.11 -0.12 -0.02
H -0.08 0.11 -0.07
Cl 0.05 0.00 0.08
H 0.03 0.12 0.06
C 0.06 0.28 0.21
C -0.30 -0.21 -0.08
N 0.49 -0.33 0.06
C 0.38 0.11 0.07
N -0.03 0.08 -0.02
H -0.22 -0.05 0.07
C 0.19 0.09 -0.04
N -0.07 -0.15 -0.38
C 0.07 0.43 0.37
C -0.02 0.25 0.14
C 0.00 -0.44 -0.47
H 0.15 -0.02 0.03
N -0.02 -0.29 0.57
C -0.13 0.10 0.67
H -0.11 0.16 0.04
C -0.16 0.40 -0.02
C 0.06 0.05 -0.06
C -0.29 0.08 0.23
C 0.23 -0.11 -0.24
H -0.09 0.01 0.03
H -0.04 -0.01 -0.02
H 0.12 -0.12 -0.01
C -0.02 -0.39 -0.28
Sc -0.58 1.21 -0.48
H 0.10 -0.07 0.07
H -0.04 0.10 -0.02
C 0.48 -0.22 -0.23
C -0.32 0.18 -0.26
C 0.24 -0.22 -0.29
C -0.45 0.59 0.50
P 0.48 -0.04 0.64
C 0.45 -0.20 0.38
H -0.03 -0.05 -0.05
C 0.05 -0.21 -0.20
C -0.18 0.15 -0.16
H 0.01 -0.09 -0.03
C -0.13 0.43 -0.30

Properties
Net charge ... +2
HOMO energy ... -12.5077 eV
LUMO ... -5.1 eV
Multiplicity ... 1
Kohn-Sham gap ... 7.43 eV

---

A molecular structure, C38H35BrN5O2PtS2 at a distorted geometry, computed with ωB97M-V/def2-TZVPD.

Each line ends with the Mulliken spin population.
Positions of all 84 atoms, in Å:
H1 -3.30825 3.61524 0.46508  0.00
C1 -6.20293 1.88901 0.02134  0.06
C2 0.69912 -5.09107 -5.17909  0.00
C3 -0.72750 -0.81567 4.28845  0.00
H2 2.48927 6.53001 -0.17783  0.00
C4 0.06453 0.49542 2.00270  0.01
C5 1.54736 3.32424 0.36055  -0.05
H3 -2.66980 -1.04356 -0.94221  -0.01
C6 -2.68655 1.07555 -0.91301  0.03
O1 1.52327 -0.81431 -2.71534  0.12
C7 -0.43602 -0.80284 1.91040  0.02
H4 1.67114 5.05515 1.63015  0.00
N1 5.02692 0.51536 0.52714  0.02
H5 2.37700 3.24686 -2.92389  0.01
C8 5.87845 1.71819 -1.33209  0.03
C9 1.43507 -2.90184 -4.53020  0.01
S1 2.70140 -0.79402 0.37736  0.59
H6 -6.56311 0.91792 -0.29711  0.00
H7 4.52051 1.82333 -3.00218  0.00
C10 0.07132 -4.19476 -3.04311  0.00
C11 1.76415 2.79587 -0.91894  0.48
C12 -4.36690 3.40696 0.42308  0.06
H8 1.91229 -3.82091 -6.40697  0.00
C13 -1.44839 -3.44194 1.57752  0.01
C14 -2.04498 -0.16695 -1.13152  0.13
C15 0.14880 1.13196 3.24544  0.01
C16 0.03414 -5.22365 -3.97115  0.00
C17 7.12479 1.70052 0.85101  0.00
H9 6.68586 2.25841 -1.80545  0.00
C18 -0.25457 0.47441 4.40122  0.00
H10 -4.90627 5.32812 1.18398  0.00
C19 1.39785 -3.92773 -5.46188  0.00
C20 -7.09661 2.85817 0.42432  -0.03
C21 0.97609 2.42099 1.33926  0.05
S2 0.84937 2.71182 3.04713  0.01
N2 3.73638 0.73054 -1.44068  0.15
C22 0.77539 -3.02562 -3.31862  0.09
H11 1.38475 -2.34079 -1.39020  0.03
C23 5.97688 1.27894 -0.00670  0.00
H12 -0.97283 -5.16509 -1.74553  0.00
C24 -5.26657 4.36579 0.84611  -0.03
O2 -0.59066 -4.28658 -1.83778  0.00
H13 -0.47713 -1.26777 0.93616  -0.03
H14 8.06970 1.34971 0.43341  0.00
H15 7.16554 2.79020 0.88209  0.00
C25 -1.34704 -2.90955 3.00865  0.00
C26 -4.82261 2.15161 -0.00560  0.02
C27 2.46594 4.97930 -1.66093  0.01
H16 -0.47453 -3.45056 1.08455  0.00
H17 0.67505 -5.90259 -5.89367  0.00
H18 -2.15133 -2.84975 0.98256  0.00
H19 -3.42197 -2.26205 3.17120  0.00
C28 -3.94971 1.07685 -0.40141  0.15
H20 -0.51380 -6.13232 -3.74281  0.00
H21 -0.26199 -3.48314 4.81770  0.00
C29 3.96876 0.23448 -0.21616  -0.03
N3 0.52586 1.26372 0.95688  0.11
C30 -6.63009 4.10038 0.83966  0.07
H22 -1.81850 -4.46792 1.60470  0.00
C31 -2.74226 -2.97055 3.64928  0.00
C32 2.28513 5.48721 -0.38165  -0.01
H23 -4.38204 0.08556 -0.27627  0.00
H24 7.01442 1.31536 1.86095  0.00
Pt1 1.31797 0.76452 -1.25744  1.52
N4 -0.47225 -1.59510 -1.78831  0.46
C33 -0.38028 -3.81563 3.78651  0.00
H25 0.60540 -3.81522 3.31736  0.00
H26 1.98129 -1.98872 -4.72239  0.00
H27 -0.19150 0.95741 5.36744  0.00
H28 -8.15829 2.65181 0.42308  0.00
C34 2.21629 3.63533 -1.92447  -0.11
Br1 -1.80985 2.65119 -1.50070  0.00
H29 -1.01504 -1.33330 5.19424  0.00
C35 0.87404 -1.89413 -2.29057  -0.01
H30 -7.33233 4.85550 1.16682  0.00
H31 -1.10641 -2.37523 -1.58625  -0.02
H32 -3.16094 -3.97265 3.53958  0.00
C36 4.70187 1.45376 -1.99978  -0.01
H33 2.80144 5.63029 -2.45837  0.00
H34 -2.70673 -2.73967 4.71373  0.00
C37 1.82988 4.66349 0.63131  0.01
H35 -0.75706 -4.84006 3.80258  0.00
N5 -0.81591 -0.36610 -1.54571  0.07
C38 -0.82917 -1.47711 3.05130  0.02

Cartesian forces, eV/Å:
H -0.05 0.01 0.00
C 0.05 -0.09 -0.01
C 0.06 0.05 0.01
C 0.01 0.05 0.10
H 0.01 -0.01 0.00
C -0.07 0.06 0.38
C 0.20 0.35 -0.28
H 0.04 0.01 0.03
C 0.90 0.28 -0.44
O -0.47 0.43 0.25
C 0.01 0.03 -0.04
H 0.01 0.05 -0.02
N 0.15 -0.10 0.27
H -0.01 0.03 -0.01
C -0.04 -0.12 -0.02
C -0.01 0.02 -0.03
S -0.25 0.19 0.02
H -0.01 0.00 0.03
H -0.03 0.02 0.02
C 0.19 -0.07 -0.42
C -0.53 -0.35 0.00
C 0.07 0.05 0.03
H 0.02 0.01 0.02
C 0.00 0.02 0.09
C -0.94 -0.12 0.40
C 0.07 -0.01 -0.26
C -0.08 -0.08 0.14
C 0.04 -0.05 0.05
H -0.06 0.09 0.02
C -0.03 0.01 0.08
H 0.01 -0.02 0.01
C 0.01 -0.03 -0.06
C -0.09 0.04 -0.02
C -0.16 -0.19 0.33
S -0.02 -0.06 -0.16
N -0.14 -0.05 0.33
C -0.30 0.17 0.15
H -0.30 0.06 -0.08
C -0.10 0.02 -0.28
H -0.01 -0.04 0.02
C 0.00 0.06 0.00
O -0.02 0.13 0.14
H 0.04 -0.04 0.04
H -0.01 -0.01 -0.01
H 0.05 0.00 0.03
C -0.04 -0.07 0.02
C 0.01 0.03 0.04
C -0.01 -0.11 -0.05
H 0.00 -0.01 -0.06
H -0.02 0.01 0.00
H 0.00 0.00 -0.02
H -0.01 0.00 0.00
C -0.36 -0.14 0.17
H 0.00 0.02 -0.01
H -0.01 -0.01 0.00
C 0.08 0.09 -0.30
N 0.04 0.13 -0.52
C 0.00 -0.06 -0.04
H 0.00 0.01 -0.03
C 0.04 -0.01 -0.04
C 0.03 0.14 0.06
H 0.03 0.01 -0.02
H -0.03 -0.03 -0.02
Pt 1.03 -0.14 0.06
N -0.69 0.40 0.12
C -0.02 0.03 -0.05
H 0.00 -0.01 0.02
H -0.02 0.00 0.02
H 0.01 -0.03 0.00
H 0.01 -0.02 0.00
C 0.07 0.09 0.01
Br 0.03 -0.33 0.15
H -0.03 0.00 -0.02
C 1.06 -0.56 0.03
H 0.02 0.01 0.00
H 0.03 -0.02 -0.04
H 0.01 0.00 0.03
C 0.13 0.15 -0.03
H 0.02 0.00 0.01
H -0.02 0.02 0.00
C -0.08 -0.15 0.06
H 0.01 0.00 0.00
N 0.45 -0.24 -0.33
C 0.02 0.04 -0.10

Properties
Net charge ... +1
HOMO energy (alpha / beta) ... -10.1426 / -10.3733 eV
LUMO (alpha / beta) ... -3.7 / -5.6 eV
Multiplicity ... 5
Kohn-Sham gap (alpha / beta) ... 6.49 / 4.74 eV
Energy relative to the best compared isomer or geometry (same formula, charge and spin) ... 18.3 kcal per mole

---

A molecular structure, C38H35Cl2InN7O7P, computed with ωB97M-V/def2-TZVPD.

Each line ends with the Löwdin charge.
Positions of all 91 atoms, in Å:
C1 5.60886 -0.00344 -0.08643  -0.06
Cl1 -3.13258 1.36773 -6.61754  0.66
C2 -0.04152 2.28477 -4.22644  -0.03
H1 -6.66758 3.83135 0.47195  0.08
C3 2.02548 -1.20247 4.60821  -0.04
H2 -1.10785 -0.24287 5.44316  0.12
H3 4.80747 -1.37119 -1.54990  0.11
P1 2.44782 -2.13268 -0.44038  0.78
H4 4.20421 0.28376 -1.71218  0.11
C4 3.82807 -4.17133 0.51005  -0.32
H5 6.50948 0.18734 -0.67113  0.08
H6 0.02597 -0.92584 -3.53760  0.14
H7 -1.90859 -2.62913 2.35522  0.11
Cl2 -0.52707 3.17210 -6.71278  0.67
In1 0.44388 0.05091 0.28009  0.93
C5 0.88319 -1.04887 5.39388  -0.06
C6 -4.48654 -0.93858 0.14661  0.02
H8 4.87832 4.42500 0.45066  0.11
H9 4.76805 -2.66087 1.71177  0.05
H10 5.31609 0.91628 0.42223  0.07
C7 -4.01827 -2.45835 1.92658  -0.06
C8 -4.47805 2.91047 1.02796  0.01
C9 -2.04252 1.44141 -5.27822  -0.69
C10 -2.67670 -2.16573 1.74203  -0.13
H11 2.88788 -1.74027 4.97639  0.11
H12 0.62601 -3.32281 -1.96573  0.14
C11 -5.67335 3.41489 -1.12723  -0.47
H13 -3.17226 0.05136 -4.11039  0.12
N1 0.48904 1.63625 -1.93157  0.06
H14 3.62504 3.98334 2.56488  0.10
O1 2.16480 -1.93052 -2.02594  -0.26
H15 5.12800 -4.32055 2.22677  0.08
C12 -1.22154 0.87781 3.00228  -0.09
C13 2.14562 2.79660 1.56387  -0.13
C14 -2.28692 1.84912 1.17200  -0.23
H16 1.70271 -2.19897 -4.59717  0.09
O2 3.34143 -0.80363 -0.18305  -0.39
C15 -2.23783 1.74014 -0.31618  -0.07
H17 -5.15974 -0.41844 -0.51817  0.12
H18 2.92111 -4.24809 1.12136  0.10
C16 3.49077 3.29692 -0.74072  0.00
H19 2.88952 -0.74275 2.68216  0.11
H20 -1.26119 2.09380 -0.65513  0.12
C17 0.98549 -2.51344 -2.60694  -0.44
H21 0.51455 -3.51777 -4.44701  0.09
C18 -2.62638 0.34134 -0.95262  -0.32
H22 5.83126 -0.76043 0.66681  0.06
C19 2.33655 2.52144 -0.70661  -0.20
H23 4.04637 -5.15816 0.10065  0.11
O3 2.51626 1.98815 -3.00142  0.02
C20 4.98360 -3.67194 1.36150  -0.08
N2 -1.66917 -0.14727 -1.93739  0.00
C21 -0.86681 -1.21498 -1.70671  -0.16
O4 -6.76543 3.88901 -0.48153  0.12
N3 1.68192 2.27803 0.42906  0.05
C22 -3.43689 2.26895 -1.11234  -0.15
H24 -5.99860 -2.03720 1.19997  0.11
C23 3.28654 3.57806 1.62111  -0.06
C24 -4.55865 2.86596 -0.31372  -0.06
C25 -2.29490 0.68089 -4.15155  -0.03
N4 -0.05984 -1.53301 -2.72376  0.05
H25 -4.33006 -3.15747 2.69066  0.10
C26 -3.34788 2.42496 1.77909  0.01
H26 5.90219 -3.64951 0.77517  0.08
C27 3.97515 3.82837 0.44139  -0.06
C28 -0.28411 1.53759 -3.06191  -0.22
N5 -1.15845 1.37370 1.81734  0.06
O5 -3.74029 0.94254 -1.61358  0.00
C29 -0.19084 -0.35726 4.87864  -0.01
O6 -5.64443 3.43570 -2.32535  0.14
C30 -0.89864 2.23808 -5.30706  -0.67
C31 2.03648 -0.63802 3.34646  -0.12
O7 3.59363 -3.31216 -0.60417  -0.31
N6 -2.23334 -1.31374 0.82372  0.10
C32 -0.08454 0.21893 3.60497  -0.27
H27 0.84015 -1.47371 6.38795  0.11
H28 0.83578 2.91213 -4.27567  0.11
C33 1.77758 1.99096 -2.01300  -0.50
H29 -5.27598 3.34381 1.62341  0.11
H30 3.97750 3.46779 -1.69034  0.12
C34 -3.11888 -0.70831 0.03699  -0.18
C35 -4.94040 -1.83155 1.10323  -0.05
H31 -2.17507 0.78025 3.52680  0.13
H32 -3.18799 2.91935 -1.95196  0.16
H33 2.18499 -3.74554 -3.88249  0.08
H34 1.57277 2.57470 2.45602  0.10
C36 -1.44177 0.72686 -3.06277  -0.18
N7 1.02706 0.08471 2.86332  0.03
H35 -3.35196 2.57283 2.85167  0.11
C37 1.36850 -3.03238 -3.97678  -0.01
C38 4.49741 -0.48445 -0.99686  -0.26

Cartesian forces, eV/Å:
C -0.21 -0.04 -0.03
Cl -0.04 -0.02 -0.03
C 0.01 0.06 -0.08
H 0.05 -0.06 0.10
C -0.16 0.02 0.12
H 0.00 -0.01 -0.01
H -0.03 -0.02 0.01
P 0.31 -0.46 0.09
H -0.07 0.01 -0.03
C 0.08 0.04 0.16
H 0.01 0.03 0.02
H 0.00 -0.01 -0.04
H -0.06 -0.03 0.02
Cl 0.05 0.09 -0.03
In -0.06 0.28 0.01
C 0.20 -0.08 -0.05
C 0.04 0.02 -0.14
H -0.02 0.03 -0.03
H 0.05 -0.01 0.05
H 0.01 0.02 0.00
C -0.08 -0.02 -0.04
C -0.27 0.12 -0.49
C 0.06 -0.03 0.05
C 0.13 0.06 -0.03
H 0.01 -0.01 -0.03
H -0.05 0.11 0.05
C -0.21 -0.04 0.03
H 0.00 0.00 -0.01
N 0.10 -0.12 0.59
H -0.02 -0.01 0.01
O -0.17 0.09 -0.12
H 0.03 -0.01 -0.01
C -0.51 0.16 -0.62
C 0.05 0.06 0.02
C -0.91 0.35 -0.12
H 0.01 -0.03 -0.04
O 0.21 -0.11 0.01
C -0.04 -0.17 0.08
H -0.05 -0.03 0.04
H -0.01 -0.01 -0.05
C 0.08 -0.02 0.02
H 0.01 0.00 0.04
H -0.03 -0.04 -0.11
C -0.04 -0.12 -0.01
H -0.01 0.02 -0.02
C 0.18 0.06 0.29
H 0.07 0.01 -0.02
C 0.19 0.05 0.01
H -0.03 0.00 0.01
O 0.15 0.06 0.12
C -0.16 0.00 -0.14
N -0.03 -0.06 -0.31
C -0.35 -0.47 -0.11
O -0.07 0.09 -0.13
N 0.02 -0.05 0.02
C 0.02 0.09 -0.01
H 0.00 0.02 0.02
C 0.03 0.04 -0.03
C 0.17 -0.12 0.22
C -0.05 0.05 -0.05
N 0.05 0.41 -0.04
H 0.02 -0.01 0.00
C 0.59 -0.27 0.18
H 0.03 0.03 0.04
C -0.06 -0.08 0.05
C -0.14 -0.09 -0.37
N 0.59 -0.19 0.55
O -0.03 0.07 -0.01
C -0.15 0.15 -0.18
O 0.08 0.01 0.02
C -0.12 -0.11 0.09
C 0.09 0.10 -0.05
O -0.06 0.10 -0.06
N 0.03 0.25 0.15
C 0.56 -0.37 0.40
H -0.02 -0.01 -0.01
H -0.01 -0.06 -0.04
C -0.26 0.08 -0.33
H 0.01 0.04 -0.02
H -0.03 -0.06 -0.02
C -0.09 -0.09 0.01
C 0.08 -0.04 0.01
H -0.01 0.01 0.01
H 0.05 -0.01 0.01
H 0.01 0.01 -0.02
H 0.02 -0.02 -0.01
C 0.26 0.08 0.08
N -0.19 0.15 0.12
H 0.02 0.00 0.00
C 0.03 0.04 0.13
C 0.09 0.05 0.03

Properties
Net charge ... 0
HOMO energy (alpha / beta) ... -6.3698 / -6.3695 eV
LUMO (alpha / beta) ... -1.4 / -1.4 eV
Multiplicity ... 1
Kohn-Sham gap (alpha / beta) ... 4.92 / 4.92 eV
Energy relative to the best compared isomer or geometry (same formula, charge and spin) ... 105.1 kcal per mole